Formula: C19H43Br3
Source: OMol25
Level of theory: ωB97M-V with the def2-TZVPD basis set

The geometry in XYZ format:
```
65
Properties=species:S:1:pos:R:3:mulliken_charge:R:1
Br 2.835 -2.970 0.150 0.0044
Br 2.215 -1.158 2.654 0.0426
Br 1.871 0.037 -0.245 -0.0233
C -5.270 1.964 -1.359 -0.1379
C -4.174 2.811 -0.684 -0.8911
C 0.359 -5.842 -0.620 -1.3822
C -2.897 -3.809 -0.433 -0.3978
C -1.691 -4.424 -1.075 -0.8539
C 7.245 5.248 1.520 -1.2454
C 6.693 0.652 1.671 -0.3748
C -2.765 2.377 -1.039 -0.3520
C -5.021 -2.426 -0.894 -1.3385
C -7.577 1.455 -1.843 -1.2658
C 6.263 4.458 2.357 -0.4747
C 6.284 -0.296 0.583 -1.1473
C 6.511 2.167 1.275 -0.3674
C -0.743 -4.957 -0.053 -0.2017
C -2.269 1.234 -0.217 -1.1722
C 6.605 3.005 2.525 -0.6946
C -3.795 -3.100 -1.467 -0.5615
C -6.622 2.375 -1.102 -0.2940
C 1.780 -1.566 0.915 0.0045
H -1.451 0.667 -0.618 0.2954
H 7.051 -0.349 -0.158 0.3699
H -3.192 -2.397 -2.040 0.3716
H -4.203 2.882 0.370 0.4226
H -3.488 -4.628 0.023 0.2697
H -0.361 -4.217 0.601 0.2414
H -1.979 -5.151 -1.798 0.4128
H 5.587 2.275 0.746 0.3614
H 5.920 2.591 3.206 0.4241
H 8.259 5.199 1.893 0.3022
H -8.668 1.701 -1.633 0.3487
H 5.408 0.018 0.047 0.2561
H -4.864 -1.685 -0.177 0.3339
H -7.476 0.404 -1.576 0.2731
H -1.134 -3.744 -1.690 0.4097
H -0.082 -6.580 -1.257 0.4432
H -2.464 -3.094 0.262 0.2301
H -7.521 1.516 -2.933 0.3422
H -4.071 -3.820 -2.154 0.3981
H 1.051 -6.261 0.143 0.3049
H 7.007 6.357 1.390 0.3296
H -1.311 -5.590 0.621 0.3183
H 0.763 -1.911 0.772 -0.0377
H -1.921 1.542 0.741 0.3890
H -2.791 2.034 -2.070 0.3106
H 7.246 4.916 0.516 0.3546
H -4.334 3.835 -1.002 0.3980
H -5.132 0.916 -1.177 -0.0091
H -5.644 -1.997 -1.672 0.3489
H 5.268 4.585 2.020 0.3251
H 7.448 2.412 0.651 0.1644
H -6.804 3.355 -1.476 0.2649
H -2.110 3.250 -0.881 0.2887
H -3.017 0.541 0.063 0.2382
H 7.737 0.444 1.881 0.2445
H 6.291 4.902 3.360 0.2899
H 6.075 0.483 2.612 0.3127
H 7.562 2.776 3.111 0.2831
H 0.935 -5.284 -1.377 0.2693
H -5.659 -3.174 -0.383 0.3823
H -5.021 2.079 -2.463 0.2241
H -6.935 2.301 -0.068 0.3278
H 6.186 -1.333 0.957 0.2959
```

**HOMO-LUMO gap**: 10.34 eV
**Net charge**: 0